Entry from OMol25: 2 unconnected molecules or ions with the total composition C4H13NO in a non-equilibrium geometry (ωB97M-V with the def2-TZVPD basis set).

Last column: natural (NBO) charge in e.
CARTESIAN COORDINATES (ANGSTROEM)
O (2.429, -0.081, 1.176)  -0.730
N (1.939, -2.301, 0.374)  -0.860
C (1.504, -0.962, 0.550)  0.080
C (-1.475, 1.432, -1.820)  -0.602
C (-2.938, 1.105, 0.213)  -0.606
C (-1.596, 0.777, -0.428)  -0.396
H (-3.751, 1.001, -0.507)  0.197
H (1.204, -0.545, -0.414)  0.149
H (3.218, -0.050, 0.627)  0.458
H (-3.129, 0.444, 1.050)  0.209
H (-1.391, -0.280, -0.539)  0.196
H (-0.477, 1.322, -2.229)  0.205
H (-2.973, 2.152, 0.526)  0.204
H (0.615, -0.980, 1.175)  0.171
H (-2.186, 0.921, -2.478)  0.196
H (-1.816, 2.462, -1.822)  0.201
H (-0.826, 1.210, 0.207)  0.195
H (2.686, -2.460, -0.288)  0.363
H (2.018, -2.848, 1.213)  0.371

Values from the calculation:
- HOMO level: -9.63 eV
- LUMO level: 0.88 eV
- Energy relative to the best compared isomer or geometry (same formula, charge and spin): 13.0 kcal/mol
- Multiplicity: 1
- Frontier orbital gap: 10.509 eV

---

Entry from OMol25: a molecular structure, C4H13NO in a non-equilibrium geometry (ωB97M-V with the def2-TZVPD basis set).

Last column: natural (NBO) charge in e.
CARTESIAN COORDINATES (ANGSTROEM)
O (2.003, 0.128, 0.212)  -0.658
N (2.649, 1.311, -0.138)  -0.562
C (-0.989, -1.074, 1.339)  -0.655
C (-0.669, -1.257, -1.164)  -0.660
C (-0.539, 1.268, -0.066)  -0.864
C (-1.280, -0.506, -0.019)  -0.024
H (-1.055, 1.696, 0.792)  0.216
H (0.421, -1.213, -1.088)  0.242
H (0.778, 0.501, 0.240)  0.474
H (-2.329, -0.257, -0.169)  0.204
H (-1.291, -2.124, 1.391)  0.217
H (-0.983, -0.853, -2.125)  0.213
H (-0.949, -2.315, -1.127)  0.212
H (0.088, -1.030, 1.525)  0.232
H (3.000, 1.228, -1.090)  0.328
H (0.329, 1.932, -0.199)  0.301
H (-1.511, -0.527, 2.122)  0.215
H (3.428, 1.478, 0.497)  0.337
H (-1.101, 1.614, -0.932)  0.233

Values from the calculation:
- HOMO level: -8.39 eV
- LUMO level: 1.03 eV
- Energy relative to the best compared isomer or geometry (same formula, charge and spin): 110.5 kcal/mol
- Multiplicity: 1
- Frontier orbital gap: 9.427 eV